Molecular formula: C28H35AuBClN6Si
Method: DFT, wB97M-V/def2-TZVPD

The expectation value of S² is 2.0133. The LUMO energy (spin up / spin down) is 0.66 / -1.59 eV. The multiplicity is 3. The value obtained for the energy is -2326.75681 Eh.

Geometry as XYZ:
```
73
Properties=species:S:1:pos:R:3:mulliken_spin:R:1
Au -0.6269 0.3902 0.0643 0.766
C 1.8052 3.0627 -0.6430 0.019
C 2.2718 1.6578 -0.7961 -0.022
C 3.4848 1.2072 -1.3211 0.004
C 3.4405 -0.1701 -1.2220 0.003
C 4.4693 -1.1780 -1.6088 0.001
N 2.2624 -0.5157 -0.6731 0.003
N 1.5458 0.6118 -0.4100 0.070
B 1.8004 -1.9218 -0.1907 -0.004
N 1.5791 -1.9394 1.3244 0.005
N 0.5685 -1.2168 1.8767 0.005
C 0.6025 -1.4420 3.1794 -0.017
C -0.3938 -0.8268 4.0979 0.013
C 1.6633 -2.3128 3.4949 -0.003
C 2.2562 -2.6025 2.2848 0.004
C 3.4253 -3.4809 1.9913 0.000
N 0.5224 -2.3580 -0.9320 -0.014
N -0.6189 -1.6426 -0.8325 0.029
C -1.5822 -2.3083 -1.4543 -0.022
C -2.9894 -1.8058 -1.4823 -0.001
C -1.0565 -3.4904 -1.9843 -0.004
C 0.2795 -3.4867 -1.6265 -0.001
C 1.3269 -4.5131 -1.8962 -0.001
H 2.5784 3.7538 -0.9751 0.001
H 1.5853 3.2897 0.4018 -0.001
H 0.9021 3.2584 -1.2183 -0.004
H 4.2889 1.8045 -1.7140 0.000
H 5.3119 -0.6771 -2.0833 0.000
H 4.0693 -1.9090 -2.3107 0.000
H 4.8424 -1.7244 -0.7427 0.000
H 2.6578 -2.7037 -0.4584 0.000
H -1.2114 -0.3938 3.5262 0.003
H 0.0446 -0.0254 4.6955 0.000
H -0.8110 -1.5620 4.7874 0.000
H 1.9474 -2.6888 4.4626 0.001
H 3.7988 -3.9043 2.9228 0.000
H 4.2414 -2.9310 1.5204 0.000
H 3.1640 -4.3042 1.3254 0.000
H -3.0902 -0.8744 -0.9177 0.010
H -3.6627 -2.5330 -1.0270 0.000
H -3.3351 -1.6359 -2.5036 0.003
H -1.5789 -4.2516 -2.5366 0.000
H 0.9057 -5.3121 -2.5040 0.000
H 1.7056 -4.9507 -0.9724 0.000
H 2.1767 -4.0890 -2.4311 0.000
C -0.1170 2.6720 5.6218 0.010
C 0.8434 2.5096 4.6321 -0.004
C 0.4516 2.4018 3.3072 0.009
C -0.8952 2.4654 2.9355 0.020
C -1.8400 2.6257 3.9469 0.009
C -1.4575 2.7268 5.2771 -0.002
Si -1.3554 2.3123 1.1213 0.049
C -3.1671 1.8980 0.8630 0.040
C -3.9328 2.4543 -0.1654 0.105
C -5.2266 2.0185 -0.4139 -0.026
C -5.7790 1.0118 0.3632 0.057
C -5.0376 0.4399 1.3897 -0.036
C -3.7463 0.8741 1.6293 0.058
H 0.1817 2.7464 6.6596 0.001
H 1.8916 2.4503 4.8952 0.000
H 1.2153 2.2310 2.5553 -0.004
H -2.8945 2.6754 3.6963 0.001
H -2.2093 2.8523 6.0457 0.000
H -1.0938 3.5880 0.4133 0.006
H -3.5056 3.2332 -0.7859 0.000
H -5.8041 2.4640 -1.2137 0.000
H -6.7887 0.6735 0.1682 0.004
H -5.4656 -0.3484 1.9958 -0.001
H -3.1682 0.4082 2.4202 -0.022
Cl -1.2573 2.6223 -2.8094 0.097
C -1.0344 0.9470 -2.5421 0.797
H -0.0895 0.5431 -2.8693 0.007
H -1.9416 0.3705 -2.6089 -0.019
```

***

Molecular formula: C28H35BBrF9IN8OS3Ti
Method: DFT, wB97M-V/def2-TZVPD

The expectation value of S² is 0.7539. The LUMO energy (spin up / spin down) is -0.03 / 0.07 eV. The multiplicity is 2. The value obtained for the energy is -7440.97216 Eh.

Geometry as XYZ:
```
88
Properties=species:S:1:pos:R:3:mulliken_spin:R:1
Ti -0.2451 -0.7515 0.2026 1.027
C 3.9723 4.0055 -4.8274 0.000
C 3.8943 4.0132 -3.3015 0.000
C 3.6573 5.4582 -2.8384 0.000
C 5.2298 3.5083 -2.7366 0.000
C 2.7742 3.1060 -2.7784 0.001
C 2.4678 3.0901 -1.4175 0.001
C 1.5373 2.1944 -0.9607 -0.016
Br 1.0631 2.2710 0.8819 0.003
C 0.8758 1.2602 -1.7700 0.003
O 0.1228 0.3204 -1.1411 -0.022
C 1.0416 1.3745 -3.1420 -0.005
C 2.0245 2.2754 -3.5900 -0.001
C 0.2382 0.6446 -4.2306 -0.001
C -0.9155 -0.1796 -3.6694 -0.001
C -0.3592 1.6876 -5.1905 0.000
C 1.1723 -0.2970 -5.0043 0.000
H 4.7744 4.6734 -5.1513 0.000
H 3.0403 4.3575 -5.2790 0.000
H 4.1932 3.0085 -5.2175 0.000
H 4.4281 6.1154 -3.2506 0.000
H 3.6918 5.5494 -1.7501 0.000
H 2.6816 5.8180 -3.1760 0.000
H 6.0549 4.1331 -3.0921 0.000
H 5.4162 2.4778 -3.0497 0.000
H 5.2303 3.5308 -1.6436 0.000
H 2.9435 3.7642 -0.7174 -0.001
H 2.1973 2.3111 -4.6564 0.000
H -1.5774 0.4108 -3.0322 0.001
H -0.5498 -1.0157 -3.0779 0.001
H -1.5089 -0.5774 -4.4980 0.000
H -0.9529 2.4224 -4.6405 0.000
H -1.0116 1.1857 -5.9105 0.000
H 0.4035 2.2265 -5.7566 0.000
H 1.6318 -1.0178 -4.3237 0.000
H 1.9713 0.2487 -5.5133 0.000
H 0.6021 -0.8440 -5.7620 0.000
C -2.4076 2.9770 5.0176 0.000
C -2.6639 2.8400 3.5612 0.000
N -3.3949 3.6268 2.8304 0.000
N -3.3260 3.0545 1.5867 0.000
C -2.5866 1.9417 1.5390 0.007
S -2.3327 0.9460 0.2073 -0.016
N -2.1533 1.8158 2.7997 0.003
N -1.2695 0.7947 3.2200 0.005
H -2.9292 3.8587 5.3800 0.000
H -1.3410 3.0869 5.2228 0.000
H -2.7791 2.1024 5.5570 0.000
H -3.8317 3.4478 0.8125 0.000
H -1.2987 0.7791 4.2311 -0.002
H -1.6613 -0.0930 2.8894 0.003
F -5.3911 -4.3134 7.1275 0.000
C -4.7841 -3.8264 6.0402 0.000
C -4.4775 -2.4883 5.9467 0.000
F -4.7707 -1.6683 6.9654 0.000
C -3.8711 -1.9958 4.8040 0.000
F -3.6173 -0.6693 4.7890 0.000
C -3.5317 -2.7840 3.7116 -0.001
S -2.8705 -2.1814 2.1820 -0.010
C -3.8256 -4.1367 3.8752 0.000
F -3.4894 -5.0160 2.9133 0.000
C -4.4518 -4.6556 4.9905 0.000
F -4.7310 -5.9623 5.0676 0.000
I 1.5880 -3.5541 5.4519 0.000
C 1.3551 -2.1666 3.9699 -0.001
C 2.0735 -1.0035 3.7758 0.007
N 1.5562 -0.4092 2.7071 0.000
N 0.5375 -1.1026 2.1787 -0.001
C 0.4146 -2.1856 2.9429 0.014
H 2.9068 -0.5792 4.3123 0.000
H 1.8593 0.4406 2.2529 -0.004
H -0.3492 -2.9170 2.7390 0.000
C -0.9312 -5.6993 0.4036 0.000
N -1.4933 -4.3840 0.1568 0.000
C -1.2539 -3.6574 -0.9116 0.011
N -0.5376 -4.1540 -1.9162 -0.001
S -1.9672 -2.0662 -1.0033 -0.018
H -1.3758 -6.0938 1.3135 0.000
H 0.1523 -5.6428 0.5314 0.000
H -1.1632 -6.3871 -0.4137 0.000
H -2.0765 -3.9226 0.8703 0.000
H -0.0136 -5.0065 -1.8138 0.000
H -0.2532 -3.5106 -2.6365 0.002
F 2.3154 -0.8143 0.0222 0.005
B 2.1677 -2.0602 -0.6667 0.002
F 3.3164 -2.8030 -0.6625 0.000
F 1.6574 -1.8514 -1.9544 0.001
F 1.0909 -2.7099 0.0949 0.003
```

***

The lowest energy belongs to which entry? C28H35BBrF9IN8OS3Ti

***

Look up the energy of the first one. -2326.75681 Eh

***

Among the records above, which one has the lowest energy? C28H35BBrF9IN8OS3Ti

***

Among the records above, which one has the highest energy? C28H35AuBClN6Si